Record 1
ORCA calculation (the ωB97M-V functional and the def2-TZVPD basis) on a 3-piece molecular cluster, C6H12O overall.

The geometry in XYZ format:
```
19
Properties=species:S:1:pos:R:3
C -1.020 -1.666 -0.761
C -1.520 -0.441 -0.605
C -1.601 0.591 -1.691
C 0.453 1.723 1.316
C 0.933 0.861 2.171
C 1.743 1.094 0.948
O 1.860 0.155 -0.083
H 1.649 -2.667 0.618
H -1.013 -2.389 0.050
H -0.612 -1.994 -1.716
H -1.921 -0.155 0.368
H -2.643 0.738 -2.000
H -1.024 0.289 -2.570
H -1.225 1.563 -1.351
H -0.347 2.396 1.038
H 0.812 0.330 3.105
H 1.643 -2.102 1.100
H 2.681 1.649 0.989
H 1.011 -0.307 -0.172
```

HOMO: -9.344 eV
E_LUMO: 0.0420 hartree
charge: 0
Kohn-Sham gap: 10.49 eV
SMILES: OC1C=C1.[H][H].C=CC

***

Record 2
ORCA calculation (the ωB97M-V functional and the def2-TZVPD basis) on a 2-piece molecular cluster, C6H17N3OPS2 overall.

The geometry in XYZ format:
```
30
Properties=species:S:1:pos:R:3
C -0.667 -0.589 -0.275
C -0.036 3.600 -2.084
C -2.192 -2.476 0.209
C -0.418 -2.689 -1.409
C 0.889 2.186 2.923
C 2.072 -0.883 0.290
N 0.652 3.275 -0.858
N -0.946 -1.889 -0.315
N -1.232 0.421 0.234
O 1.030 2.277 1.503
P -0.017 3.073 0.635
S -1.495 4.084 1.319
S 0.940 -0.143 -0.951
H 0.752 3.701 -2.792
H -0.677 2.859 -2.377
H -0.445 4.491 -2.003
H -2.080 -3.492 0.487
H -2.459 -1.985 1.273
H -2.875 -2.232 -0.497
H 0.606 -2.707 -1.469
H -0.704 -3.729 -1.229
H -0.851 -2.326 -2.358
H -0.148 1.854 3.050
H 1.051 3.143 3.408
H 1.776 1.420 3.134
H 1.449 -1.321 1.140
H 2.808 -0.129 0.407
H 2.481 -1.845 -0.171
H 1.494 2.746 -0.738
H -2.206 0.239 0.405
```

multiplicity: 3
HOMO (alpha / beta): -9.953 / -11.780 eV
E_LUMO (alpha / beta): -0.1062 / -0.2854 hartree
charge: +1
Kohn-Sham gap (alpha / beta): 7.06 / 4.01 eV

***

Record 3
ORCA calculation (the ωB97M-V functional and the def2-TZVPD basis) on C24H44B2ClCs2F4MgNO15 as an isolated structure.

The geometry in XYZ format:
```
94
Properties=species:S:1:pos:R:3
C -1.461 -0.578 4.477
O -1.859 0.041 3.294
C -3.129 -0.362 2.784
B -2.938 -0.554 1.234
C -3.029 0.787 0.311
O -4.292 1.196 -0.195
O -4.469 0.731 -1.539
O -2.697 -1.665 0.597
C -1.559 -2.583 0.646
C -0.412 -2.148 -0.269
C -0.665 -2.690 -1.659
C 0.926 -2.744 0.195
C 1.731 -1.952 1.235
C 1.720 -0.447 0.961
C 1.363 -2.252 2.685
H -2.336 -0.793 5.089
H -0.893 0.149 5.026
H -0.810 -1.435 4.340
H -3.493 -1.269 3.239
H -3.869 0.405 2.931
H -2.297 0.709 -0.552
H -2.790 1.608 1.007
H -4.926 -0.121 -1.405
H -2.053 -3.490 0.312
H -1.199 -2.742 1.663
H -0.423 -1.085 -0.372
H 0.247 -2.618 -2.245
H -0.903 -3.747 -1.563
H -1.457 -2.168 -2.179
H 0.729 -3.730 0.621
H 1.542 -2.903 -0.682
H 2.766 -2.276 1.133
H 1.514 -0.227 -0.083
H 2.644 0.027 1.275
H 0.919 0.032 1.527
H 0.837 -3.199 2.773
H 0.788 -1.448 3.125
H 2.254 -2.342 3.303
Cs -3.437 0.339 5.904
F -1.609 -0.035 -1.609
O 3.728 1.673 3.882
H 3.623 2.607 3.673
H 4.663 1.499 3.746
C -0.564 -0.170 -4.318
O 0.391 -0.079 -5.373
C -0.017 0.650 -6.453
C 1.103 1.486 -7.030
O 1.487 2.593 -6.233
C 2.173 2.306 -5.009
C 3.560 1.739 -5.172
O 3.534 0.392 -5.589
C 4.567 0.032 -6.478
H -1.357 -0.886 -4.526
H -0.045 -0.502 -3.437
H -1.003 0.816 -4.107
H -0.846 1.314 -6.191
H -0.380 -0.054 -7.230
H 0.756 1.930 -7.972
H 1.951 0.851 -7.287
H 1.570 1.678 -4.353
H 2.283 3.281 -4.531
H 4.057 1.810 -4.195
H 4.123 2.352 -5.886
H 4.682 0.774 -7.278
H 4.293 -0.923 -6.919
H 5.528 -0.080 -5.965
F 4.128 4.521 5.330
C 3.877 4.095 6.594
C 4.447 2.912 7.006
C 4.196 2.469 8.295
C 3.382 3.211 9.138
C 2.816 4.396 8.689
C 3.062 4.854 7.402
H 5.070 2.354 6.322
H 4.636 1.542 8.636
H 3.184 2.864 10.143
H 2.174 4.972 9.340
H 2.632 5.774 7.031
Cl -4.978 -2.018 0.096
Mg -1.933 2.956 0.169
N -2.188 5.043 4.608
O -2.512 4.458 5.674
O -2.493 4.502 3.508
O -1.569 6.105 4.639
Cs -2.228 2.536 -6.984
B -4.681 -4.027 -3.518
O -3.968 -4.963 -2.576
C -3.976 -6.189 -3.041
O -3.491 -7.160 -2.530
C -4.752 -6.165 -4.424
O -4.946 -7.115 -5.127
O -5.127 -4.926 -4.642
F -3.819 -3.060 -3.984
F -5.779 -3.455 -2.900
```

HOMO: -7.135 eV
E_LUMO: -0.1578 hartree
charge: 0
Kohn-Sham gap: 2.84 eV